(1)
Density functional theory data (the ωB97M-V functional and the def2-TZVPD basis) for a single C5H10O2 molecule.

Last column: natural (NBO) charge in e.
Cartesian coordinates (Å):
1 C -0.2581 -1.3955 1.6596  -0.2600
2 O 0.6349 -0.3090 1.6730  -0.5385
3 C 1.4679 -0.2002 0.5349  -0.0601
4 C 0.6629 -0.0546 -0.7642  -0.4719
5 C -0.4934 0.8960 -0.5330  0.0449
6 C -1.3670 1.3755 -1.5898  -0.1137
7 O -0.3803 2.2269 -1.0223  -0.4906
8 H -0.8148 -1.4575 0.7154  0.1624
9 H 0.2494 -2.3553 1.8393  0.1703
10 H -0.9806 -1.2158 2.4588  0.1959
11 H 2.0392 0.7145 0.7118  0.1949
12 H 2.1719 -1.0477 0.4861  0.1681
13 H 1.2966 0.3256 -1.5768  0.2346
14 H 0.2937 -1.0325 -1.1002  0.2089
15 H -0.9403 0.8587 0.4596  0.1967
16 H -2.4031 1.6060 -1.3382  0.1807
17 H -1.1788 1.0649 -2.6139  0.1774

SMILES: COCC[C@@H]1CO1
DFT total energy (Eh): -346.91851
Energy above the lowest of the compared OMol25 structures with the same formula, charge and spin (eV): 2.9094
Gap between HOMO and LUMO (hartree): 0.4018



(2)
Density functional theory data (the ωB97M-V functional and the def2-TZVPD basis) for 2 unconnected molecules or ions with the total composition C5H11N3.

Last column: natural (NBO) charge in e.
Cartesian coordinates (Å):
1 N 1.9047 0.1144 -2.5320  -0.7732
2 C 0.7406 0.7168 -2.3843  0.5664
3 N -0.4058 0.4333 -3.0865  -0.8345
4 N 0.6510 1.9221 -1.6624  -0.8334
5 H 1.8040 -0.5569 -3.3567  0.3265
6 H -0.4891 -0.5412 -3.4039  0.3902
7 H -1.2957 0.8869 -2.8575  0.3952
8 H -0.0550 1.9519 -0.9503  0.3740
9 H 1.5432 2.1694 -1.2446  0.3936
10 C -1.1484 -0.1408 3.7555  -0.3897
11 C -0.8476 -0.9040 2.6737  -0.2281
12 C 0.0976 -0.5066 1.6293  -0.2283
13 C 0.3159 -1.3290 0.5678  -0.3825
14 H -0.7603 0.9166 3.8963  0.1998
15 H -1.8812 -0.5190 4.5288  0.2057
16 H -1.3337 -1.8605 2.4784  0.2025
17 H 0.6305 0.4747 1.7689  0.2040
18 H 0.8210 -0.9781 -0.3421  0.2245
19 H -0.2914 -2.2500 0.5215  0.1872

SMILES: N=C(N)N.C=CC=C
DFT total energy (Eh): -361.32990
Energy above the lowest of the compared OMol25 structures with the same formula, charge and spin (eV): 1.6189
Gap between HOMO and LUMO (hartree): 0.3534



(3)
Density functional theory data (the ωB97M-V functional and the def2-TZVPD basis) for a molecular structure, C42H40O2PtSb2.

Last column: Löwdin charge in e.
Cartesian coordinates (Å):
1 Pt -0.2896 -1.0427 0.0393  0.8027
2 C -1.4587 2.6931 0.6695  -0.3595
3 C -1.0353 4.1120 0.2795  -0.3659
4 C 0.3920 4.4431 0.7057  -0.3882
5 Sb 1.9748 3.2087 -0.1001  1.4886
6 C 3.4685 4.1316 1.1240  -0.4034
7 C 3.9839 5.4007 0.8722  -0.1230
8 C 4.9337 5.9564 1.7188  -0.0891
9 C 5.3765 5.2502 2.8288  -0.0948
10 C 4.8705 3.9853 3.0893  -0.0950
11 C 3.9253 3.4287 2.2374  -0.1511
12 C 2.3717 4.3892 -1.8409  -0.4076
13 C 3.5783 4.1764 -2.5083  -0.1494
14 C 3.9053 4.9030 -3.6432  -0.0897
15 C 3.0196 5.8526 -4.1363  -0.0939
16 C 1.8136 6.0686 -3.4879  -0.0922
17 C 1.4938 5.3408 -2.3473  -0.1310
18 Sb -1.2641 1.1133 -0.7680  1.4387
19 C -0.4486 1.9664 -2.5237  -0.3790
20 C -1.1322 2.9744 -3.2002  -0.1291
21 C -0.6151 3.5034 -4.3741  -0.0851
22 C 0.5817 3.0202 -4.8836  -0.0836
23 C 1.2541 2.0012 -4.2256  -0.0772
24 C 0.7431 1.4744 -3.0464  -0.1502
25 C -3.2652 0.9869 -1.4599  -0.3685
26 C -4.1993 2.0067 -1.3190  -0.1283
27 C -5.4738 1.8716 -1.8576  -0.0847
28 C -5.8207 0.7161 -2.5396  -0.0844
29 C -4.8944 -0.3086 -2.6834  -0.0745
30 C -3.6242 -0.1725 -2.1450  -0.1350
31 H -2.5155 2.6553 0.9371  0.0464
32 H -0.9070 2.3535 1.5480  0.0515
33 H -1.7077 4.8189 0.7768  0.1073
34 H -1.1657 4.2806 -0.7932  0.0691
35 H 0.4846 4.3256 1.7890  0.0589
36 H 0.6398 5.4831 0.4841  0.0562
37 H 3.6480 5.9604 0.0064  0.0947
38 H 5.3291 6.9429 1.5110  0.1015
39 H 6.1178 5.6842 3.4876  0.1004
40 H 5.2158 3.4284 3.9513  0.1011
41 H 3.5472 2.4329 2.4447  0.0869
42 H 4.2825 3.4387 -2.1342  0.0966
43 H 4.8510 4.7305 -4.1418  0.1016
44 H 3.2704 6.4222 -5.0223  0.1006
45 H 1.1177 6.8063 -3.8683  0.1040
46 H 0.5465 5.5304 -1.8556  0.0875
47 H -2.0840 3.3366 -2.8268  0.0943
48 H -1.1467 4.2936 -4.8892  0.1070
49 H 0.9912 3.4391 -5.7937  0.1069
50 H 2.1851 1.6201 -4.6261  0.1075
51 H 1.2787 0.6890 -2.5307  0.0659
52 H -3.9498 2.9199 -0.7911  0.0919
53 H -6.1949 2.6707 -1.7407  0.1030
54 H -6.8143 0.6107 -2.9557  0.1031
55 H -5.1630 -1.2155 -3.2097  0.1062
56 H -2.9070 -0.9807 -2.2480  0.0811
57 C 3.7622 -1.1274 -1.7119  -0.0039
58 C 2.4998 -1.6185 -1.0477  -0.3587
59 O 1.6455 -0.7414 -0.8316  -0.1995
60 C 2.3426 -3.0203 -0.7375  -0.1032
61 C 3.2349 -3.9505 -1.3222  -0.0495
62 C 3.1483 -5.2928 -1.0794  -0.0977
63 C 2.1531 -5.7561 -0.1990  -0.0735
64 C 1.2864 -4.8895 0.4048  -0.0002
65 C 1.3369 -3.4914 0.1567  -0.3309
66 O 0.4991 -2.7525 0.8145  -0.2105
67 H 3.7746 -0.0411 -1.6597  0.0770
68 H 3.7667 -1.4266 -2.7625  0.0959
69 H 4.6540 -1.5386 -1.2428  0.0903
70 H 3.9964 -3.5903 -2.0010  0.1022
71 H 3.8288 -5.9846 -1.5559  0.0965
72 H 2.0683 -6.8176 0.0017  0.1052
73 H 0.5101 -5.2337 1.0761  0.1126
74 C -2.0719 -1.5053 0.9357  -0.3269
75 C -2.3530 -2.9778 0.8685  -0.3188
76 C -2.7103 -3.5804 -0.3381  -0.0590
77 C -2.9704 -4.9395 -0.4149  -0.0912
78 C -2.8856 -5.7318 0.7232  -0.1090
79 C -2.5351 -5.1465 1.9315  -0.0992
80 C -2.2699 -3.7858 1.9991  -0.0614
81 H -1.9861 -1.1912 1.9823  0.0522
82 H -2.9246 -0.9681 0.5121  0.0234
83 H -2.7727 -2.9701 -1.2325  0.0888
84 H -3.2413 -5.3836 -1.3650  0.0976
85 H -3.0903 -6.7934 0.6674  0.0945
86 H -2.4645 -5.7526 2.8266  0.0983
87 H -1.9837 -3.3397 2.9444  0.1106

DFT total energy (Eh): -2374.70894
Energy above the lowest of the compared OMol25 structures with the same formula, charge and spin (eV): 0.0000
Gap between HOMO and LUMO (hartree): 0.2923



The lowest energy above the lowest of the compared OMol25 structures with the same formula, charge and spin belongs to which entry? C42H40O2PtSb2



Look up the energy above the lowest of the compared OMol25 structures with the same formula, charge and spin of the first one. 2.9094 eV